ORCA calculation (ωB97M-V/def2-TZVPD) on a cluster of 9 separate species, C31H74F5N6O9S8 in total at a distorted geometry.

The geometry in XYZ format:
```
133
Properties=species:S:1:pos:R:3:forces:R:3
S 4.934 -1.510 5.918 0.095 -0.148 0.041
S -9.070 0.521 -1.887 -0.091 -0.060 -0.099
S -4.031 -3.302 1.702 -0.025 0.034 0.016
S -5.531 7.864 0.061 0.041 0.004 -0.029
S 6.815 1.371 -2.009 0.077 0.230 -0.248
S 4.274 1.612 -5.549 -0.077 -0.047 -0.082
S -11.169 -1.481 -6.642 -0.006 0.039 -0.100
S -4.207 2.824 -1.375 -0.188 -0.082 -0.008
F 2.047 -5.781 2.776 -0.060 -0.188 0.029
F 1.248 -5.253 0.847 0.021 0.219 -0.183
F 4.213 -4.457 2.503 -0.062 -0.101 0.245
F 2.817 -6.724 0.977 -0.026 -0.141 0.096
F 4.289 -4.816 0.386 -0.193 0.423 -0.331
O -7.947 1.506 -1.820 -0.226 0.072 -0.083
O 5.316 -0.446 4.949 -0.120 -0.033 -0.057
O -3.094 2.841 -0.373 0.043 -0.046 0.130
O 5.411 2.024 -4.672 -0.259 -0.030 -0.230
O -6.939 7.431 0.247 0.076 0.020 0.061
O -3.562 -2.173 0.847 0.151 -0.081 0.003
O -1.593 -0.812 3.402 0.465 -0.740 1.086
O -11.422 -1.525 -5.173 -0.078 -0.150 -0.114
O 7.394 1.318 -0.633 0.020 -0.013 -0.026
N 1.690 -1.254 1.799 0.797 -0.881 -1.459
N 0.417 0.317 2.968 -0.066 -0.680 0.336
N 2.027 -2.831 3.279 -0.018 -0.654 0.361
N 1.106 -0.903 2.969 -0.638 1.637 0.684
N 2.911 -3.190 1.122 0.312 0.384 -0.795
N 0.841 -1.870 5.143 0.418 0.032 0.466
C -12.674 -2.027 -7.459 -0.092 -0.071 -0.003
C -2.729 -3.629 2.897 0.091 -0.141 0.109
C 7.773 0.250 -3.037 0.087 -0.107 -0.077
C -10.191 -2.933 -7.060 0.009 -0.122 0.022
C 2.237 -2.450 2.015 -0.488 -0.013 1.437
C 2.791 2.388 -4.891 -0.033 0.098 0.054
C 4.230 -0.131 0.080 0.307 0.592 0.933
C 3.479 -4.473 1.394 -0.605 -0.415 -0.227
C 2.359 -5.596 1.497 0.490 0.033 0.477
C -1.731 0.688 1.594 0.877 0.851 0.941
C 7.414 2.884 -2.775 0.242 0.136 0.061
C -3.805 -4.815 0.755 0.057 -0.061 -0.068
C 8.279 -1.738 2.481 0.112 0.203 0.094
C -10.600 1.463 -1.945 -0.065 0.102 0.010
C 2.870 0.532 0.476 0.343 -0.150 -1.255
C -5.003 1.222 -1.268 0.173 -0.169 -0.125
C 1.703 -0.472 0.559 0.293 1.039 -0.062
C 4.364 2.610 -7.041 0.034 0.097 -0.043
C 6.192 -1.547 7.202 0.062 0.033 0.068
C 5.366 -3.089 5.176 0.059 -0.053 0.001
C -5.476 9.644 0.320 -0.004 0.105 0.057
C 5.951 -1.585 1.397 0.067 0.371 0.014
C 0.584 1.074 4.216 -0.358 0.960 0.218
C -4.634 7.434 1.562 0.028 0.008 0.128
C 9.812 -1.614 2.264 -0.825 -0.444 -0.387
C 5.174 -0.229 1.329 -0.548 -1.020 -0.306
C -9.161 -0.078 -3.576 0.034 -0.021 0.012
C -1.015 -0.012 2.748 -1.680 0.739 -1.736
C 7.486 -1.456 1.189 -0.289 -0.299 0.474
C 1.307 -1.873 3.864 0.672 -0.472 -0.936
C -5.574 3.750 -0.670 -0.038 0.142 0.052
H 7.179 -1.627 6.746 -0.049 0.012 -0.076
H 4.719 -3.241 4.316 -0.059 0.061 0.070
H -4.438 9.980 0.312 -0.001 -0.033 -0.027
H -10.090 -3.000 -8.144 -0.003 0.047 0.008
H -9.207 -2.823 -6.609 -0.033 0.070 0.012
H 1.303 -1.166 5.713 -0.317 0.084 -0.034
H 5.744 -2.046 2.378 0.169 0.085 -0.281
H 7.963 -1.051 3.282 -0.062 -0.056 -0.312
H 4.725 0.457 -0.708 -0.297 -0.220 0.288
H 8.834 0.480 -2.942 -0.026 0.037 0.076
H 8.501 2.929 -2.686 -0.021 -0.073 0.148
H 5.206 -3.889 5.900 -0.032 0.030 0.012
H -2.783 -4.867 0.380 0.002 0.062 0.026
H 8.011 -2.750 2.837 0.183 0.245 -0.079
H 0.752 0.058 0.444 0.106 -0.330 0.219
H -10.675 -3.828 -6.669 -0.038 0.047 0.030
H 7.451 0.353 -4.073 -0.073 0.063 0.040
H -11.435 0.784 -2.117 0.046 -0.038 -0.003
H -9.203 0.765 -4.266 -0.008 0.045 0.067
H -10.545 2.206 -2.741 0.068 -0.029 -0.006
H 4.429 3.665 -6.775 0.005 -0.029 0.065
H -10.729 1.963 -0.987 0.069 -0.040 0.008
H 4.511 -0.171 2.209 0.416 0.102 -0.056
H -10.046 -0.704 -3.694 0.040 0.052 -0.009
H 2.570 1.937 -3.925 0.062 -0.041 -0.026
H -1.247 1.663 1.445 -0.210 -0.309 -0.496
H 10.184 -2.590 1.921 0.181 0.336 0.150
H -4.581 6.349 1.628 -0.028 0.011 -0.075
H 0.079 0.616 5.078 0.290 -0.090 -0.252
H 7.694 -0.443 0.828 0.155 -0.303 -0.067
H 5.255 2.317 -7.593 -0.006 -0.056 0.059
H -4.501 -4.800 -0.082 -0.021 0.064 0.043
H 3.481 2.427 -7.652 0.005 -0.043 0.023
H -5.802 3.372 0.326 0.042 -0.069 -0.028
H 2.974 1.138 1.384 -0.138 -0.207 -0.177
H -2.666 -2.781 3.571 -0.077 0.016 -0.051
H 0.976 -2.771 5.592 0.020 0.003 -0.248
H 4.053 -1.129 -0.356 0.044 0.229 0.099
H 7.813 -2.185 0.428 0.005 0.313 0.090
H 1.958 2.212 -5.572 0.027 -0.035 -0.008
H 6.127 -0.622 7.771 -0.053 0.005 -0.050
H -2.965 -4.529 3.466 -0.064 -0.013 -0.066
H -8.269 -0.670 -3.779 0.025 0.025 0.111
H 0.074 2.038 4.060 0.162 -0.288 -0.073
H 7.117 2.904 -3.817 -0.057 -0.039 0.009
H -6.447 3.656 -1.316 0.021 -0.076 -0.002
H 1.631 1.324 4.424 -0.166 -0.374 -0.189
H 2.618 1.214 -0.353 -0.218 -0.073 0.414
H 10.337 -1.303 3.172 -0.015 -0.087 -0.256
H -4.019 -5.675 1.391 -0.028 0.032 0.016
H 5.872 0.615 1.349 -0.258 -0.160 0.008
H 6.969 3.729 -2.253 -0.023 -0.074 0.061
H -12.995 -2.981 -7.041 0.051 0.018 0.048
H -5.282 4.797 -0.605 0.053 -0.024 -0.062
H 2.959 3.457 -4.766 0.060 -0.020 -0.014
H -4.306 0.464 -1.625 0.097 0.091 0.038
H -1.722 0.059 0.697 0.093 0.164 0.165
H -5.897 1.225 -1.894 0.056 0.066 0.129
H 7.588 -0.768 -2.696 -0.027 0.044 0.063
H -5.161 7.828 2.432 -0.053 0.009 -0.050
H -3.625 7.845 1.512 -0.008 -0.012 -0.042
H 6.407 -3.077 4.850 0.003 0.104 0.032
H -5.271 1.010 -0.233 -0.002 0.061 0.003
H 1.800 -1.179 -0.277 -0.236 0.036 0.341
H -13.444 -1.277 -7.291 0.068 0.034 0.032
H 3.006 -2.828 0.183 0.216 -0.201 0.104
H -12.490 -2.125 -8.529 0.032 0.037 0.013
H 5.531 -2.266 0.640 0.142 0.123 0.181
H -6.019 10.123 -0.492 -0.004 -0.081 -0.020
H 6.010 -2.395 7.863 -0.040 0.007 -0.022
H -2.771 0.870 1.878 0.190 -0.240 -0.107
H -5.947 9.893 1.272 -0.024 -0.069 -0.007
H 9.978 -0.900 1.446 0.206 -0.019 0.384
H -1.778 -3.753 2.375 -0.033 0.011 -0.060
```
Forces are in eV/Å.

LUMO: -1.9 eV
Total charge: +1
Orbital gap: 0.295 Ha